Entry 1:
An isolated molecule of C5H8O2S in a non-equilibrium geometry. Source: OMol25; level of theory: the ωB97M-V functional and the def2-TZVPD basis.

Last column: Mulliken charge in e.
Element x y z (Å)
C -1.564 -0.151 0.518  -1.48
C -0.099 -0.014 0.152  1.26
C 0.096 1.276 -0.680  -0.86
O -0.362 2.387 0.019  -0.51
C 0.548 -1.276 -0.537  -0.95
C 1.595 -1.410 0.544  0.45
O 2.518 -2.164 0.624  -0.53
S 1.049 -0.095 1.617  -0.20
H -1.777 -1.124 1.025  0.39
H -2.117 -0.178 -0.426  0.36
H -1.849 0.690 1.139  0.36
H -0.467 1.258 -1.604  0.36
H 1.173 1.378 -0.958  0.37
H 0.332 2.670 0.625  0.34
H -0.092 -2.176 -0.556  0.33
H 1.015 -1.070 -1.502  0.30

Its SMILES is C[C@]1(CO)CC(=O)S1. For the HOMO energy, the calculation gives -9.76 eV.

Entry 2:
An isolated molecule of C5H8O2S in a non-equilibrium geometry. Source: OMol25; level of theory: the ωB97M-V functional and the def2-TZVPD basis.

Last column: Mulliken charge in e.
Element x y z (Å)
C -0.395 -2.498 -1.067  0.14
C -0.995 0.129 1.005  -0.42
C 0.126 -1.216 -1.115  0.32
C 0.848 1.974 0.741  -0.98
C -0.550 1.545 1.279  -0.33
O -0.192 -3.474 -1.797  -0.57
O -0.263 -0.241 -0.187  -0.23
S 1.300 -0.960 -2.331  -0.23
H -0.989 -2.613 -0.079  0.12
H -1.526 -0.607 1.508  0.50
H 1.336 2.766 1.395  0.27
H 0.727 2.360 -0.246  0.32
H 1.537 1.157 0.478  0.26
H -1.280 2.115 0.803  0.27
H -0.652 1.770 2.369  0.36
H 0.967 -2.205 -2.757  0.19

For the HOMO energy (alpha / beta), the calculation gives -8.01 / -7.91 eV.

Entry 3:
An isolated molecule of C5H8O2S2 in a non-equilibrium geometry. Source: OMol25; level of theory: the ωB97M-V functional and the def2-TZVPD basis.

Last column: Mulliken charge in e.
Element x y z (Å)
C 1.148 -1.089 0.643  -0.30
C -0.483 0.805 1.113  -1.02
C -0.847 -0.914 -1.138  -0.65
C 0.560 0.194 0.250  1.01
C 1.367 1.104 -0.613  -1.45
O 2.185 -1.529 0.208  -0.52
O -2.670 -1.268 0.673  -0.55
S -1.863 1.490 0.130  -0.13
S -2.461 -0.474 -0.528  0.40
H 0.538 -1.667 1.365  0.41
H -0.931 0.086 1.804  0.41
H -0.101 1.666 1.663  0.44
H -0.594 -0.471 -2.090  0.38
H -0.609 -1.960 -1.038  0.41
H 0.737 1.793 -1.172  0.38
H 1.997 0.535 -1.293  0.37
H 2.026 1.699 0.024  0.42

For the HOMO energy, the calculation gives -9.24 eV.

Entry 4:
A cluster of 2 separate species, C5H8O3 in total in a non-equilibrium geometry. Source: OMol25; level of theory: the ωB97M-V functional and the def2-TZVPD basis.

Last column: Mulliken charge in e.
Element x y z (Å)
C 0.003 -1.426 0.530  -0.62
C -0.248 -0.418 -0.320  0.64
C 0.099 -0.475 -1.778  -1.33
O -1.759 0.156 -0.281  -0.22
O -2.756 -0.286 0.570  -0.34
H -0.293 -1.359 1.564  0.26
H 0.586 -2.284 0.238  0.27
H -0.098 0.496 -2.232  0.36
H -0.502 -1.219 -2.299  0.35
H 1.152 -0.719 -1.913  0.37
H -2.616 0.204 1.401  0.33
C 1.790 1.316 0.911  -0.98
C 0.472 1.345 0.722  0.77
O -0.509 1.954 1.058  -0.42
H 2.395 0.662 0.307  0.25
H 2.283 2.052 1.523  0.32

Its SMILES is C=C(C)OO.C=C=O. For the HOMO energy (alpha / beta), the calculation gives -8.68 / -8.68 eV.

Entry 5:
An isolated molecule of C5H8O3 in a non-equilibrium geometry. Source: OMol25; level of theory: the ωB97M-V functional and the def2-TZVPD basis.

Last column: Mulliken charge in e.
Element x y z (Å)
C -2.512 -0.457 -0.013  -0.93
C -1.590 0.503 -0.016  -0.31
C -0.110 0.401 -0.101  0.71
O 0.437 1.713 -0.084  -0.62
C 0.740 -0.591 0.785  -0.34
O 1.822 -0.030 1.360  -0.61
C 0.814 -0.638 -0.686  0.05
O 2.044 -0.222 -1.141  -0.57
H -3.604 -0.404 0.030  0.28
H -2.096 -1.473 0.062  0.18
H -1.863 1.556 -0.132  0.30
H 0.995 1.666 0.740  0.34
H 0.162 -1.136 1.475  0.46
H 2.456 -0.074 0.625  0.40
H 0.322 -1.432 -1.236  0.31
H 1.982 0.618 -1.666  0.35

Its SMILES is C=C[C@@]1(O)[C@H](O)[C@@H]1O. For the HOMO energy, the calculation gives -8.67 eV.

Entry 6:
A structure of composition C5H8O3 in a non-equilibrium geometry. Source: OMol25; level of theory: the ωB97M-V functional and the def2-TZVPD basis.

Last column: Mulliken charge in e.
Element x y z (Å)
C -0.242 0.631 0.680  0.11
C -0.594 -0.806 0.132  -0.57
C 1.376 -0.160 -1.534  -1.10
C 0.969 -0.711 -0.183  0.64
C -1.533 0.194 1.651  -0.10
O -0.768 1.679 -0.085  -0.52
O 1.745 -1.434 0.445  -0.61
O -1.418 -0.080 2.825  -0.50
H -0.204 1.844 -0.853  0.32
H 0.510 0.892 1.416  0.39
H -1.187 -0.768 -0.776  0.29
H -0.689 -1.685 0.760  0.36
H -2.468 0.507 1.167  0.41
H 2.383 0.261 -1.457  0.30
H 1.403 -0.974 -2.259  0.30
H 0.716 0.610 -1.931  0.29

For the HOMO energy, the calculation gives -8.73 eV.

Here are the calculated energy relative to the best compared isomer or geometry (same formula, charge and spin) numbers, same order: 0.368; 4.824; 1.717; 7.678; 3.077; 4.168 (eV).
Here are the calculated electronic energy numbers, same order: -20244.5607; -20240.1042; -31077.5071; -11449.8411; -11454.4422; -11453.3510 (eV).